(1)
Below is a molecular structure, C41H37BrHfN7O3S at a distorted geometry, with properties calculated with wB97M-V/def2-TZVPD.

Summary:
* total charge: +3
* LUMO: -10.1 eV
* HOMO level: -15.37 eV
* molar mass: 966.25 g/mol
* maximum force: 0.0483 Eh/bohr

```
91
C41H37BrHfN7O3S | the Open Molecules 2025 dataset | wB97M-V/def2-TZVPD
Hf -0.20236 0.22285 0.25935
Br -3.89386 -0.18826 6.63299
C -3.06821 -0.60855 4.99999
C -3.37180 -1.79690 4.32989
C -2.76031 -2.10029 3.13331
C -1.84243 -1.20043 2.56359
C -1.54249 -0.00856 3.25014
C -2.13214 0.27717 4.45811
N -1.16165 -1.40203 1.36692
C -0.93605 -2.59850 0.89184
C -0.15033 -2.76474 -0.30143
C 0.23605 -4.03682 -0.74601
C 1.03215 -4.15218 -1.87309
C 1.42865 -2.99024 -2.52966
C 1.00054 -1.76587 -2.03988
N 0.22463 -1.62812 -0.95583
H -4.08850 -2.48387 4.75234
H -3.03393 -3.01237 2.62122
H -0.79968 0.67171 2.83466
H -1.87923 1.17992 4.99122
H -1.27716 -3.49057 1.41187
H -0.08172 -4.91590 -0.20639
H 1.33619 -5.12006 -2.24022
H 2.05354 -3.03207 -3.41022
H 1.28053 -0.85294 -2.55428
N 5.28104 6.29155 -6.97292
C 4.61334 5.63804 -6.31540
C 3.75081 4.83335 -5.52559
C 2.46070 4.57127 -5.98704
C 1.59821 3.80455 -5.22943
C 2.01279 3.28515 -4.00334
C 3.30692 3.54221 -3.54659
C 4.17143 4.31178 -4.30175
N 1.12061 2.49552 -3.23104
C -0.14043 2.11246 -3.60098
C -0.64534 1.35214 -2.58969
N 0.29638 1.25844 -1.58951
C 1.34418 1.96991 -2.01715
H 2.14211 4.97212 -6.93676
H 0.60542 3.63162 -5.60955
H 3.65618 3.15350 -2.60383
H 5.17096 4.50983 -3.94679
H -0.59367 2.38651 -4.53035
H -1.61393 0.88285 -2.51813
H 2.24535 2.09859 -1.44422
O 1.50616 3.27497 2.35694
C 0.37793 3.23735 1.93197
N -0.65125 4.08514 2.08863
C -1.90905 3.56980 1.57085
C -1.40127 2.31092 0.93138
O -1.97206 1.34373 0.32278
N -0.10384 2.14562 1.16231
C -2.89498 3.21422 2.71093
C -2.81677 3.86564 3.93564
C -3.79155 3.64399 4.89660
C -4.84197 2.77570 4.65038
C -4.90790 2.11306 3.43528
C -3.93935 2.33162 2.46936
C -2.68386 4.54963 0.68596
C -2.62163 5.91345 0.94683
C -3.42698 6.79392 0.24397
C -4.32646 6.32293 -0.69920
C -4.38354 4.96373 -0.96596
C -3.56226 4.08009 -0.28475
H -0.55408 4.98770 2.52476
H -2.01944 4.55669 4.15792
H -3.73703 4.17059 5.83651
H -5.61014 2.62532 5.39312
H -5.73396 1.45306 3.21845
H -4.01655 1.83140 1.51659
H -1.96596 6.30896 1.70647
H -3.36876 7.84859 0.46082
H -4.98276 7.00673 -1.21506
H -5.08652 4.58298 -1.69075
H -3.62036 3.02351 -0.50252
C 4.31039 1.52796 3.56264
C 3.74628 0.78175 2.36735
S 1.96833 0.47453 2.61490
O 1.50921 -0.16218 1.24732
C 2.01834 -0.99921 3.70772
C 2.50541 -2.24141 2.99382
H 5.34161 1.80460 3.35977
H 4.30482 0.92686 4.46679
H 3.74643 2.44087 3.72950
H 4.25541 -0.15965 2.16882
H 3.77785 1.41826 1.48517
H 0.99727 -1.12824 4.06831
H 2.64837 -0.73585 4.55376
H 2.03348 -2.33603 2.01620
H 2.26212 -3.12295 3.57848
H 3.58127 -2.22878 2.85461
```

***

(2)
Below is a molecular structure, C41H37BrN7O2Sr at a distorted geometry, with properties calculated with wB97M-V/def2-TZVPD.

Summary:
* total charge: +1
* LUMO: -2.7 eV
* HOMO level: -9.79 eV
* molar mass: 827.32 g/mol
* energy relative to the best compared isomer or geometry (same formula, charge and spin): 0.0 kcal/mol
* maximum force: 0.0720 Eh/bohr

```
89
C41H37BrN7O2Sr | the Open Molecules 2025 dataset | wB97M-V/def2-TZVPD
Sr -1.20462 -0.58327 -1.06303
C -3.41213 -1.78627 -2.01264
N -2.02065 -2.24261 -2.30322
C -1.57910 -2.03844 -3.69730
C -1.42456 -0.56478 -4.12994
C -1.94534 -0.14509 -5.34328
C -1.75428 1.17266 -5.73169
C -1.05344 2.03000 -4.90133
C -0.55187 1.52615 -3.71301
N -0.71828 0.25872 -3.34137
C -1.78042 -3.58090 -1.74485
C -1.95604 -3.58542 -0.22856
C -2.78794 -4.50927 0.37817
C -2.90207 -4.50208 1.76177
C -2.17447 -3.57601 2.48209
C -1.36978 -2.68118 1.79249
N -1.25893 -2.66632 0.46473
C -3.77189 -0.35027 -2.41289
C -4.78555 -0.12591 -3.32778
C -5.16272 1.17797 -3.61315
C -4.50636 2.21357 -2.97951
C -3.50258 1.90710 -2.07286
N -3.15112 0.65804 -1.77287
H -3.57294 -1.85418 -0.92387
H -4.13581 -2.46184 -2.47990
H -2.24453 -2.55633 -4.39827
H -0.59078 -2.49401 -3.79516
H -2.49978 -0.83303 -5.96772
H -2.16120 1.52816 -6.66938
H -0.89790 3.06686 -5.16370
H 0.00598 2.15347 -3.02586
H -0.74854 -3.86454 -1.96462
H -2.43699 -4.33185 -2.20155
H -3.33231 -5.22637 -0.22173
H -3.55089 -5.20821 2.26266
H -2.22314 -3.53520 3.56084
H -0.79118 -1.94465 2.32918
H -5.27872 -0.96214 -3.80644
H -5.95806 1.37430 -4.32020
H -4.76233 3.24594 -3.17206
H -2.95748 2.68353 -1.54844
O -1.35886 3.07371 -0.14439
C -2.18507 3.11312 0.94178
C -3.19159 4.06792 0.97502
C -4.07869 4.09611 2.04199
C -3.97023 3.17438 3.07223
C -2.95175 2.23081 3.03484
C -2.04459 2.19357 1.98752
C -0.94283 1.15702 1.89859
O -0.97736 0.52369 0.67656
N 0.32866 1.86563 2.11439
N 1.48844 1.22977 2.36908
C 1.64237 0.00690 2.03869
C 2.90830 -0.67050 2.34795
Br 3.07120 -2.36163 1.46660
C 3.86677 -0.24097 3.15885
C 5.15196 -0.92459 3.43170
C 6.25913 -0.69083 2.62123
C 7.46630 -1.32262 2.87952
C 7.57915 -2.19470 3.95238
C 6.48173 -2.42714 4.76824
C 5.27524 -1.79294 4.51164
H -0.85424 2.23818 -0.06513
H -3.26369 4.78362 0.16530
H -4.86382 4.84098 2.06156
H -4.66449 3.19535 3.90115
H -2.85167 1.50990 3.83893
H -1.06779 0.42943 2.72504
H 0.27116 2.73027 2.62710
H 0.89958 -0.54627 1.48392
H 3.67329 0.70966 3.64870
H 6.17061 -0.00240 1.78899
H 8.32273 -1.12965 2.24604
H 8.52070 -2.68792 4.15469
H 6.56490 -3.10242 5.60986
H 4.41821 -1.97615 5.14787
N 1.31142 -0.10567 -1.10328
C 2.42953 0.00995 -1.33831
C 3.82609 0.15422 -1.63043
C 4.21021 0.88932 -2.75192
C 5.55520 1.01946 -3.04764
C 6.50553 0.42101 -2.23035
C 6.11741 -0.30360 -1.11195
C 4.77514 -0.44211 -0.80307
H 3.45786 1.35523 -3.37425
H 5.86401 1.58751 -3.91433
H 7.55620 0.52113 -2.46794
H 6.86216 -0.76412 -0.47699
H 4.45866 -1.00522 0.06459
```

***

(3)
Below is a molecular structure, C41H37F5MgOP2 at a distorted geometry, with properties calculated with wB97M-V/def2-TZVPD.

Summary:
* total charge: 0
* LUMO: -1.9 eV
* HOMO level: -7.86 eV
* molar mass: 726.99 g/mol
* maximum force: 0.0668 Eh/bohr

```
87
C41H37F5MgOP2 | the Open Molecules 2025 dataset | wB97M-V/def2-TZVPD
Mg 1.07793 -1.27607 5.14526
C -2.50719 -0.04205 5.64589
C -2.47330 -0.35627 4.35281
C -2.73502 0.62063 3.24376
C -1.53194 1.37632 2.66520
C -0.54746 1.98045 3.59944
C -0.78085 2.40619 4.84614
C -2.12190 2.54697 5.45862
C -2.66346 1.31561 6.23812
C 2.53284 0.10772 4.51350
H -2.45718 -0.84481 6.39626
H -2.29813 -1.40017 4.04651
H -3.51810 1.30898 3.57429
H -3.15901 0.01663 2.42218
H -0.99234 0.71096 1.97615
H -1.97480 2.18715 2.07674
H 0.48588 1.99178 3.24383
H 0.06184 2.67171 5.49401
H -2.86476 2.91331 4.74094
H -2.01010 3.32983 6.23982
H -2.19510 1.30382 7.23266
H -3.74050 1.50110 6.39372
H 3.25609 -0.19585 5.29206
H 2.64222 1.19271 4.41402
H 2.88507 -0.34169 3.57816
P 0.09446 -2.28024 -4.34375
P 2.05299 0.40347 -4.58932
C -0.49244 -0.68703 -4.97843
C 0.32183 0.39762 -5.11634
C -0.75183 -3.46607 -5.50102
C -1.93166 -3.17371 -6.20701
C -2.54869 -4.14009 -7.01088
C -1.98304 -5.41256 -7.13444
C -0.78720 -5.70868 -6.47259
C -0.16753 -4.73699 -5.68077
C -0.88217 -2.42251 -2.79776
C -0.50944 -1.55229 -1.75892
C -1.25318 -1.54996 -0.57818
C -2.35530 -2.40615 -0.43148
C -2.69567 -3.28271 -1.46959
C -1.96016 -3.30266 -2.65247
C 2.72141 1.16664 -6.18676
C 2.68909 0.37777 -7.35351
C 3.04977 0.90975 -8.59558
C 3.46766 2.24634 -8.68592
C 3.55033 3.03078 -7.52746
C 3.19095 2.48443 -6.28710
C 2.13672 1.84538 -3.46161
C 3.26882 1.91514 -2.63418
C 3.44003 3.01275 -1.78457
C 2.47364 4.02640 -1.74721
C 1.32563 3.93110 -2.54145
C 1.14049 2.83436 -3.38802
H -1.55405 -0.61950 -5.23108
H -0.02170 1.30486 -5.62544
H -2.38926 -2.19261 -6.12672
H -3.46808 -3.89643 -7.53778
H -2.46870 -6.17305 -7.75264
H -0.33235 -6.70337 -6.57336
H 0.77862 -4.96450 -5.17591
H 0.32444 -0.85812 -1.89686
H -0.97576 -0.87368 0.23055
H -2.94252 -2.38486 0.49945
H -3.54393 -3.95213 -1.35185
H -2.25415 -3.96639 -3.46872
H 2.34258 -0.65631 -7.29715
H 2.99491 0.29600 -9.50226
H 3.73171 2.67864 -9.65865
H 3.88274 4.07130 -7.58754
H 3.24016 3.11045 -5.39574
H 4.02458 1.12221 -2.67068
H 4.33808 3.08198 -1.16215
H 2.62120 4.89757 -1.09263
H 0.57440 4.71708 -2.51329
H 0.24081 2.75941 -3.99636
F -0.09411 0.01202 12.31838
C -0.01029 -0.01577 10.97430
C 0.02264 1.20327 10.26470
F 0.08595 2.39510 10.93438
C 0.12445 1.17321 8.87491
F 0.18059 2.36370 8.21351
C 0.26443 -0.04556 8.11173
O 0.39114 -0.07943 6.81586
C 0.21754 -1.23652 8.90581
F 0.39651 -2.43101 8.27444
C 0.10490 -1.23471 10.28498
F 0.19638 -2.38809 11.00000
```

***

(4)
Below is a molecular structure, C41H37F5P2Re at a distorted geometry, with properties calculated with wB97M-V/def2-TZVPD.

Summary:
* total charge: +2
* LUMO (alpha / beta): -6.8 / -7.8 eV
* <S²>: 3.819
* multiplicity: 4
* HOMO level (alpha / beta): -13.04 / -13.95 eV
* molar mass: 872.89 g/mol
* energy relative to the best compared isomer or geometry (same formula, charge and spin): 23.5 kcal/mol
* maximum force: 0.1443 Eh/bohr

```
86
C41H37F5P2Re | the Open Molecules 2025 dataset | wB97M-V/def2-TZVPD
Re -3.96047 -2.55030 0.33875
C -5.21732 -4.02132 0.52369
C -5.17256 -3.53520 -0.87808
C -6.24385 -2.58050 -1.35687
C -6.38985 -1.31565 -0.47494
C -5.13980 -0.95219 0.30538
C -4.99840 -1.48406 1.66972
C -6.09445 -2.33426 2.25704
C -6.34182 -3.65082 1.46123
C -1.07807 0.73322 0.21155
H -4.82879 -5.03245 0.67169
H -4.74805 -4.21818 -1.62287
H -7.21534 -3.10031 -1.42810
H -5.97281 -2.25953 -2.37168
H -6.60626 -0.46798 -1.12885
H -7.25093 -1.42906 0.20069
H -4.75938 0.06718 0.11956
H -4.49215 -0.79115 2.36190
H -7.02290 -1.75750 2.35455
H -5.80939 -2.62558 3.27823
H -6.35525 -4.44505 2.22169
H -7.31405 -3.65110 0.94699
H -1.55059 -0.17551 0.62496
H -0.32089 1.05978 0.94153
H -0.47402 0.41389 -0.64654
P -2.43452 -1.26313 -1.69840
P -2.32335 2.03211 -0.19486
C -3.15666 0.25525 -2.29041
C -3.41214 1.34507 -1.46282
C -1.90559 -2.34110 -3.04864
C -2.86217 -2.91749 -3.90703
C -2.48497 -3.87176 -4.85407
C -1.14688 -4.26936 -4.97156
C -0.17434 -3.68033 -4.14764
C -0.54440 -2.72374 -3.20161
C -2.11634 -3.00201 1.30745
C -1.91089 -2.93020 2.69517
C -1.33242 -4.04003 3.32078
C -0.96150 -5.16976 2.56691
C -0.95123 -5.11585 1.17354
C -1.47180 -3.99073 0.52553
C -1.75446 3.61056 -0.89628
C -0.92189 3.54569 -2.03076
C -0.76671 4.66030 -2.85829
C -1.35600 5.88196 -2.51988
C -2.07167 5.98157 -1.32293
C -2.24631 4.86773 -0.49378
C -3.20359 2.24223 1.39848
C -2.59617 1.84241 2.61078
C -3.18466 2.13108 3.84876
C -4.43031 2.76541 3.91366
C -5.09807 3.06619 2.71843
C -4.49742 2.80486 1.47813
H -3.54523 0.20301 -3.32431
H -4.32795 1.93160 -1.65083
H -3.89766 -2.58089 -3.83705
H -3.24003 -4.30300 -5.51269
H -0.86334 -5.03242 -5.70270
H 0.87430 -3.97599 -4.26025
H 0.22468 -2.23385 -2.60142
H -2.24560 -2.04416 3.24579
H -1.15821 -3.98936 4.41335
H -0.67887 -6.09239 3.08535
H -0.55571 -5.95348 0.59201
H -1.46872 -3.92145 -0.56786
H -0.40591 2.60345 -2.25158
H -0.16567 4.58125 -3.76052
H -1.21013 6.75281 -3.16254
H -2.47504 6.95072 -1.02959
H -2.74655 4.97621 0.47742
H -1.63577 1.32660 2.61220
H -2.65636 1.85813 4.77298
H -4.88178 2.99795 4.88557
H -6.09332 3.51968 2.76094
H -5.03602 3.06295 0.56631
F 1.27862 -0.22045 -1.54481
C 1.66820 -0.90289 -0.41858
C 1.04086 -0.75869 0.78510
C 1.44103 -1.53723 1.83397
F 0.83282 -1.44821 3.04453
C 2.48055 -2.48584 1.68639
F 2.82288 -3.28704 2.70653
C 3.15590 -2.60231 0.46570
F 4.21354 -3.43101 0.32898
C 2.75468 -1.79778 -0.59268
F 3.39210 -1.84869 -1.77824
```

***

(5)
Below is a molecular structure, C41H37HgN4O2P, with properties calculated with wB97M-V/def2-TZVPD.

Summary:
* total charge: -1
* LUMO (alpha / beta): 1.9 / 1.9 eV
* <S²>: 0.768
* multiplicity: 2
* HOMO level (alpha / beta): -1.87 / -3.42 eV
* molar mass: 849.34 g/mol
* maximum force: 0.0134 Eh/bohr

```
86
C41H37HgN4O2P | the Open Molecules 2025 dataset | wB97M-V/def2-TZVPD
Hg -0.07370 0.32768 -0.13427
C -3.33875 0.22563 3.23620
C -2.43319 -0.34057 2.36561
N -1.31469 0.30765 1.93534
C -0.99175 1.49972 2.56273
C -1.89627 2.19164 3.41693
C -3.14639 1.54632 3.70536
C -1.49941 3.42281 3.97069
C -0.23672 3.93815 3.70589
C 0.66295 3.24225 2.90455
C 0.30739 2.01141 2.34326
N 1.11875 1.26802 1.47487
C 2.43758 1.13918 1.58566
C 3.18169 1.40823 2.74392
C 4.56427 1.19459 2.80443
C 5.28932 0.72011 1.73827
C 4.60258 0.44384 0.53362
C 5.25505 -0.03306 -0.62465
C 4.55516 -0.25004 -1.77241
C 3.16737 0.00380 -1.77391
N 2.52661 0.42584 -0.71606
C 3.20086 0.64883 0.43811
H -4.18751 -0.36329 3.57249
H -2.53010 -1.37254 2.04104
H -3.84319 2.01325 4.39402
H -2.18458 3.94934 4.62875
H 0.05842 4.89065 4.13239
H 1.64714 3.65110 2.70235
H 2.65334 1.76154 3.61819
H 5.07694 1.40174 3.73753
H 6.36014 0.56331 1.79902
H 6.32416 -0.21863 -0.58224
H 5.03432 -0.61622 -2.67231
H 2.58307 -0.15710 -2.67597
O 0.66864 -4.41210 1.59984
C 0.22981 -3.56123 0.82487
O -0.74926 -2.76545 0.97356
C 0.96647 -3.36419 -0.52427
P 0.00490 -2.18555 -1.54551
C 0.98139 -2.10595 -3.11221
C 0.52066 -1.26426 -4.13280
C 1.27026 -1.03416 -5.27591
C 2.51491 -1.64155 -5.42371
C 2.98261 -2.48593 -4.42707
C 2.21966 -2.71944 -3.28394
C -1.44502 -3.18811 -2.14927
C -1.54744 -3.62094 -3.47583
C -2.66284 -4.31834 -3.93093
C -3.70305 -4.61430 -3.06637
C -3.60821 -4.21631 -1.74126
C -2.50022 -3.50723 -1.28675
H 1.07682 -4.33540 -1.00539
H 1.96264 -2.95423 -0.34494
H -0.43903 -0.77289 -4.01907
H 0.89065 -0.37467 -6.04739
H 3.11277 -1.45458 -6.30805
H 3.94788 -2.96754 -4.53254
H 2.61012 -3.37689 -2.51559
H -0.74562 -3.42533 -4.17380
H -2.70559 -4.63832 -4.96567
H -4.56841 -5.16290 -3.41741
H -4.39788 -4.46705 -1.04162
H -2.41122 -3.23168 -0.24103
C -5.13999 0.65640 0.60329
N -4.23247 0.74160 -0.57584
C -3.67421 -0.59832 -0.95441
C -3.12182 1.74432 -0.33475
C -2.34790 1.98032 -1.60213
C -2.94787 2.67894 -2.65372
C -2.25502 2.89517 -3.83527
C -0.94288 2.43576 -3.93506
C -0.36111 1.75162 -2.87598
C -1.05729 1.47718 -1.69068
H -5.90740 -0.08703 0.40515
H -5.58655 1.63480 0.77123
H -4.53314 0.36783 1.46254
H -4.75724 1.08762 -1.37376
H -3.05263 -0.94295 -0.13009
H -3.06705 -0.48827 -1.84819
H -4.49819 -1.28307 -1.13253
H -2.50194 1.31222 0.45471
H -3.60295 2.64949 0.03466
H -3.95321 3.08384 -2.54341
H -2.71688 3.43468 -4.65309
H -0.36995 2.62685 -4.83738
H 0.67189 1.42763 -2.97419
```